[1]
Computed, not measured: a molecular structure, C53H40N9O4RuS3, with ωB97M-V/def2-TZVPD.

Atoms and positions in Å:
Ru: -0.38 -0.42 1.18
C: -3.04 -0.12 4.84
O: -2.54 1.18 4.42
C: -1.61 0.92 3.52
N: -1.28 -0.29 3.29
C: -2.00 -1.11 4.31
C: -0.99 -1.63 5.31
C: -0.55 -0.86 6.38
C: 0.42 -1.35 7.23
C: 0.96 -2.61 7.03
C: 0.53 -3.38 5.96
C: -0.44 -2.89 5.11
C: -0.93 2.06 2.87
C: -1.40 3.36 2.94
C: -0.61 4.36 2.37
C: 0.63 4.02 1.85
C: 1.02 2.69 1.85
N: 0.22 1.71 2.28
C: 2.42 2.32 1.55
N: 3.05 1.43 2.19
C: 4.47 1.58 1.79
C: 4.44 2.64 0.67
O: 3.07 3.12 0.68
C: 5.10 0.26 1.42
C: 6.24 0.24 0.62
C: 6.82 -0.97 0.26
C: 6.27 -2.16 0.70
C: 5.15 -2.15 1.52
C: 4.57 -0.94 1.88
H: -3.14 -0.11 5.92
H: -4.02 -0.24 4.37
H: -2.48 -1.96 3.84
H: -0.96 0.13 6.56
H: 0.76 -0.75 8.07
H: 1.71 -2.99 7.71
H: 0.94 -4.37 5.81
H: -0.80 -3.51 4.28
H: -2.33 3.59 3.43
H: -0.94 5.39 2.38
H: 1.31 4.78 1.48
H: 5.00 1.98 2.66
H: 5.09 3.49 0.85
H: 4.64 2.23 -0.32
H: 6.68 1.16 0.28
H: 7.71 -0.97 -0.36
H: 6.72 -3.10 0.42
H: 4.72 -3.07 1.88
H: 3.70 -0.92 2.53
N: 0.37 -6.42 -5.68
C: 0.03 -5.84 -4.51
C: 0.09 -6.57 -3.31
C: -0.24 -5.98 -2.11
C: -0.65 -4.65 -2.10
C: -0.71 -3.90 -3.27
C: -0.38 -4.49 -4.47
S: -1.07 -3.94 -0.59
O: -2.58 -3.57 -0.87
O: -0.95 -4.85 0.50
N: -0.40 -2.54 -0.37
C: 0.93 -2.31 -0.62
N: 1.30 -1.08 -0.19
C: 2.53 -0.68 -0.49
C: 3.41 -1.48 -1.19
C: 2.95 -2.76 -1.49
N: 1.73 -3.17 -1.22
H: 0.63 -7.39 -5.73
H: 0.29 -5.91 -6.55
H: 0.41 -7.60 -3.33
H: -0.19 -6.54 -1.19
H: -1.02 -2.87 -3.25
H: -0.43 -3.92 -5.38
H: 2.80 0.31 -0.17
H: 4.41 -1.16 -1.41
H: 3.60 -3.48 -1.98
S: -2.29 5.76 -2.13
C: -0.95 6.79 -2.34
C: 0.23 6.13 -2.17
C: 0.05 4.77 -1.85
C: -1.28 4.41 -1.78
C: -1.84 3.11 -1.45
C: -1.07 2.20 -0.69
N: -1.52 1.04 -0.28
C: -2.78 0.66 -0.62
C: -3.59 1.44 -1.46
C: -4.86 0.91 -1.90
C: -5.23 -0.35 -1.58
C: -4.41 -1.18 -0.73
C: -4.64 -2.51 -0.47
C: -3.61 -3.28 0.27
C: -2.84 -2.40 1.19
N: -2.58 -1.18 0.88
C: -3.25 -0.60 -0.17
C: -4.08 -4.56 0.85
C: -4.73 -5.55 0.18
C: -5.06 -6.65 1.02
C: -4.65 -6.45 2.31
S: -3.87 -4.95 2.51
C: -3.10 2.69 -1.85
H: -1.10 7.82 -2.59
H: 1.20 6.60 -2.28
H: 0.86 4.07 -1.70
H: -0.06 2.46 -0.42
H: -5.48 1.52 -2.54
H: -6.16 -0.76 -1.96
H: -5.50 -3.03 -0.85
H: -2.32 -2.84 2.03
H: -4.96 -5.52 -0.87
H: -5.57 -7.53 0.69
H: -4.78 -7.10 3.15
H: -3.71 3.33 -2.48

Results
Multiplicity: 6
Lowest unoccupied orbital energy (spin up / spin down) (eV): -4.97 / -6.88
Net charge: +2
M (g/mol): 1064.233
E_HOMO (spin up / spin down) (eV): -12.17 / -12.31
Relative energy (zero: lowest compared OMol25 entry of this formula, charge and spin) (eV): 0.000
Calculated total energy (eV): -112284.138



[2]
Computed, not measured: a molecular structure, C16H46CrCu4N2O18P3 at a distorted geometry, with ωB97M-V/def2-TZVPD.

Atoms and positions in Å:
Cr: -3.23 -0.19 -0.71
Cu: -1.19 2.86 1.56
Cu: -1.36 -0.29 2.33
Cu: 1.42 2.02 -0.92
Cu: -1.51 2.62 -1.48
P: -3.96 1.32 1.31
O: -5.04 2.29 1.65
O: -2.75 1.32 2.33
O: -3.31 1.88 -0.02
O: -4.38 -0.14 0.89
P: -1.78 5.06 -0.15
O: -2.71 4.38 -1.22
O: -1.54 6.56 -0.24
O: -0.39 4.29 -0.13
O: -2.41 4.62 1.23
P: -0.57 0.18 -0.67
O: -1.69 0.49 -1.74
O: -1.29 -0.86 0.22
O: -0.36 1.48 0.09
O: 0.80 -0.22 -1.29
C: 0.22 2.97 -5.30
C: -0.12 1.71 -4.56
O: 0.59 1.77 -3.31
H: 1.29 3.02 -5.55
H: -0.09 3.84 -4.73
H: -0.26 2.97 -6.29
H: 0.19 0.80 -5.08
H: -1.18 1.68 -4.31
H: 0.50 0.91 -2.88
C: 5.07 1.73 -0.71
C: 4.06 0.59 -0.65
O: 3.32 0.51 -1.85
H: 5.59 1.83 0.25
H: 4.58 2.71 -0.80
H: 5.78 1.67 -1.53
H: 3.43 0.79 0.23
H: 4.64 -0.33 -0.48
H: 2.46 0.09 -1.65
C: 2.39 -2.28 -3.81
C: 1.44 -2.97 -2.86
O: 0.13 -2.40 -2.92
H: 2.16 -2.51 -4.86
H: 3.42 -2.54 -3.58
H: 2.31 -1.19 -3.73
H: 1.77 -2.93 -1.81
H: 1.31 -4.01 -3.18
H: 0.22 -1.55 -2.44
C: 2.58 -2.68 2.78
C: 2.50 -2.54 1.28
O: 1.92 -1.27 0.98
H: 3.45 -2.19 3.23
H: 2.65 -3.73 3.07
H: 1.68 -2.29 3.25
H: 1.80 -3.31 0.92
H: 3.42 -2.63 0.69
H: 1.45 -1.28 0.12
C: -3.18 -4.66 -1.78
C: -3.83 -3.29 -1.56
C: -4.48 -3.19 -0.19
O: -5.36 -4.29 0.00
C: -5.85 -4.32 1.30
N: -2.83 -2.20 -1.63
H: -3.89 -5.48 -1.66
H: -2.33 -4.77 -1.10
H: -2.80 -4.75 -2.81
H: -4.59 -3.10 -2.32
H: -5.01 -2.24 -0.13
H: -3.70 -3.21 0.59
H: -6.45 -3.43 1.55
H: -5.04 -4.39 2.04
H: -6.50 -5.19 1.43
H: -2.11 -2.31 -0.90
H: -2.28 -2.36 -2.47
C: 3.14 1.34 3.20
C: 1.69 1.27 3.69
C: 1.19 2.59 4.22
O: 1.82 2.84 5.47
C: 1.70 4.17 5.87
N: 0.77 0.77 2.70
H: 3.29 2.22 2.55
H: 3.38 0.42 2.65
H: 3.90 1.43 3.97
H: 1.67 0.57 4.54
H: 0.10 2.52 4.35
H: 1.39 3.38 3.48
H: 2.21 4.31 6.82
H: 0.64 4.46 5.98
H: 2.15 4.86 5.14
H: 0.59 1.40 1.90
H: 1.21 0.01 2.16

Results
Multiplicity: 5
Lowest unoccupied orbital energy (spin up / spin down) (eV): 5.27 / 5.26
Net charge: -3
M (g/mol): 953.642
E_HOMO (spin up / spin down) (eV): 2.85 / 2.85
Calculated total energy (eV): -292027.579



[3]
Computed, not measured: a molecular structure, C30H50B2F18O22S2Zr at a distorted geometry, with ωB97M-V/def2-TZVPD.

Atoms and positions in Å:
Zr: 1.73 2.39 0.36
B: 1.69 4.01 1.85
H: 1.79 4.89 2.58
H: 0.70 3.89 1.36
H: 2.47 4.03 1.06
H: 1.85 3.02 2.33
B: 3.10 2.04 -1.30
H: 3.80 2.05 -2.21
H: 3.16 1.14 -0.65
H: 3.33 2.94 -0.68
H: 2.05 2.16 -1.62
O: 1.57 0.52 1.47
C: 0.42 -0.24 1.06
C: -0.77 0.63 0.55
O: -0.28 1.67 -0.23
H: 0.17 -0.98 1.83
H: 0.75 -0.86 0.21
H: -1.30 0.95 1.47
H: -1.58 0.06 0.07
C: -3.34 -4.00 4.91
C: -4.31 -2.84 4.84
O: -3.77 -1.58 5.22
C: -3.39 -0.69 4.31
O: -3.36 -0.90 3.14
C: -2.87 0.65 4.85
F: -3.84 1.54 4.61
F: -2.60 0.62 6.15
F: -1.74 0.94 4.21
H: -3.90 -4.91 4.67
H: -2.81 -4.17 5.85
H: -2.49 -3.87 4.24
H: -5.06 -2.96 5.62
H: -4.86 -2.78 3.90
C: -5.66 -2.61 0.73
C: -5.41 -1.12 0.50
O: -5.43 -0.68 -0.85
C: -4.26 -0.77 -1.49
O: -3.34 -1.42 -1.09
C: -4.22 -0.07 -2.87
F: -3.40 0.99 -2.87
F: -3.76 -0.89 -3.81
F: -5.47 0.29 -3.18
H: -5.40 -2.78 1.78
H: -4.91 -3.21 0.21
H: -6.64 -3.01 0.53
H: -4.44 -0.89 0.96
H: -6.15 -0.57 1.08
C: 1.99 4.65 -5.13
C: 1.53 4.10 -3.80
O: 0.83 5.15 -3.08
C: 0.59 5.00 -1.82
O: 0.98 4.11 -1.12
C: -0.25 6.12 -1.22
F: -1.27 5.56 -0.55
F: 0.43 6.81 -0.31
F: -0.69 6.96 -2.13
H: 2.61 3.94 -5.67
H: 2.57 5.56 -4.97
H: 1.18 4.95 -5.80
H: 2.38 3.77 -3.19
H: 0.94 3.19 -3.86
C: 0.94 -0.22 -3.31
C: -0.36 -0.99 -3.51
O: -0.04 -2.27 -4.07
C: 0.18 -3.26 -3.24
O: 0.21 -3.15 -2.05
C: 0.58 -4.57 -3.99
F: 0.12 -5.61 -3.32
F: 0.07 -4.57 -5.20
F: 1.91 -4.65 -3.98
H: 1.46 -0.56 -2.41
H: 0.61 0.81 -3.13
H: 1.62 -0.35 -4.15
H: -1.03 -0.43 -4.16
H: -0.90 -1.19 -2.58
C: 3.76 -3.92 -1.46
C: 3.45 -2.50 -1.09
O: 4.70 -1.84 -0.92
C: 5.29 -1.34 -1.99
O: 4.86 -1.31 -3.10
C: 6.68 -0.80 -1.65
F: 7.06 0.08 -2.58
F: 6.72 -0.24 -0.44
F: 7.60 -1.79 -1.66
H: 2.92 -4.62 -1.49
H: 4.38 -4.41 -0.71
H: 4.16 -4.06 -2.46
H: 2.88 -2.49 -0.16
H: 2.90 -1.99 -1.89
C: 4.40 -1.11 2.47
C: 4.65 0.25 3.11
O: 5.58 1.02 2.34
C: 5.17 2.01 1.60
O: 4.01 2.30 1.44
C: 6.30 2.86 1.02
F: 6.06 3.12 -0.27
F: 6.36 4.02 1.67
F: 7.48 2.27 1.11
H: 3.57 -1.56 3.00
H: 5.25 -1.79 2.44
H: 4.07 -1.03 1.43
H: 5.20 0.05 4.03
H: 3.69 0.72 3.33
C: -1.51 -2.98 0.73
C: -0.16 -3.53 1.31
O: -0.27 -4.94 1.28
S: -1.64 -5.52 0.70
O: -2.44 -6.04 1.78
O: -1.33 -6.40 -0.39
O: -2.22 -4.10 0.24
H: -1.37 -2.29 -0.09
H: -2.06 -2.53 1.56
H: 0.12 -3.19 2.31
H: 0.70 -3.23 0.71
C: -4.24 2.66 1.72
C: -3.92 2.81 0.23
O: -5.12 3.18 -0.45
S: -6.42 3.00 0.49
O: -7.43 2.17 -0.09
O: -6.79 4.29 1.03
O: -5.59 2.22 1.64
H: -4.13 3.60 2.26
H: -3.57 1.94 2.18
H: -3.53 1.86 -0.15
H: -3.21 3.58 -0.08

Results
Lowest unoccupied orbital energy (eV): -0.25
M (g/mol): 1281.654
E_HOMO (eV): -9.37
Relative energy (zero: lowest compared OMol25 entry of this formula, charge and spin) (eV): 0.618
Calculated total energy (eV): -150183.087



Question: What is the M in the first record?
Answer: 1064.233 g/mol



Question: What is the M in the third record?
Answer: 1281.654 g/mol



Question: Which of these has the highest calculated total energy?
Answer: C53H40N9O4RuS3